Below is a cluster of 8 separate species, C19H41NO10 in total in a non-equilibrium geometry, with properties calculated with ωB97M-V/def2-TZVPD.

Computed properties:
- SMILES string = O=C1NC(=O)c2c(CCCCO)cccc21.CO.CO.CO.CO.CO.CO.CO
- ΔE to the lowest compared entry with this formula, charge and spin (kcal per mole) = 271.5
- F_max (eV/Å) = 8.8
- Kohn-Sham gap (eV) = 7.5150
- net charge = 0
- LUMO energy (eV) = -1.77

```
71
C19H41NO10 | the Open Molecules 2025 dataset | ωB97M-V/def2-TZVPD
O 3.914 0.756 3.504
C 2.701 0.930 2.971
N 1.557 -0.101 3.035
C 0.698 -0.119 1.753
O 0.086 -1.146 1.154
C 0.747 1.465 1.330
C -0.218 2.360 0.351
C -1.520 1.553 -0.319
C -2.639 1.474 0.922
C -4.151 1.092 0.406
C -5.282 2.156 1.022
O -5.020 2.507 2.439
C 0.104 3.954 0.119
C 1.416 4.608 0.899
C 2.418 3.723 1.902
C 2.038 2.139 2.084
H 0.841 0.100 3.796
H -1.930 2.108 -1.264
H -1.192 0.467 -0.683
H -2.223 0.694 1.723
H -2.580 2.531 1.469
H -4.256 0.968 -0.755
H -4.420 0.049 0.916
H -6.300 1.537 1.031
H -5.324 3.095 0.311
H -5.624 3.247 2.751
H -0.631 4.585 -0.569
H 1.590 5.766 0.723
H 3.325 4.184 2.479
C 0.642 -0.226 -3.452
O -0.640 -0.686 -3.065
H 0.525 0.641 -4.106
H 1.209 0.064 -2.564
H 1.167 -1.018 -3.990
H -0.505 -1.455 -2.486
C 3.933 -1.985 -0.052
O 4.735 -1.146 0.759
H 4.581 -2.667 -0.608
H 3.255 -2.565 0.581
H 3.360 -1.375 -0.754
H 4.134 -0.553 1.240
C -5.589 -1.548 2.881
O -6.817 -1.570 2.177
H -5.162 -0.545 2.821
H -5.765 -1.804 3.929
H -4.897 -2.265 2.432
H -7.172 -2.472 2.248
C 7.167 0.526 -1.633
O 6.543 1.036 -0.469
H 7.254 1.328 -2.370
H 8.164 0.156 -1.381
H 6.561 -0.283 -2.048
H 6.480 0.303 0.166
C -2.435 -3.974 -3.412
O -1.405 -3.385 -4.183
H -2.133 -4.985 -3.128
H -2.604 -3.379 -2.511
H -3.352 -4.024 -4.005
H -1.702 -2.490 -4.421
C 3.178 0.690 7.022
O 2.488 1.534 6.119
H 2.571 0.558 7.920
H 3.350 -0.283 6.554
H 4.132 1.149 7.294
H 3.051 1.633 5.332
C -0.901 -3.046 -7.631
O -1.454 -4.262 -7.163
H -0.498 -3.202 -8.635
H -1.680 -2.281 -7.668
H -0.096 -2.730 -6.963
H -1.803 -4.093 -6.272
```

---

Below is a cluster of 2 separate species, C3H8OS in total in a non-equilibrium geometry, with properties calculated with ωB97M-V/def2-TZVPD.

Computed properties:
- SMILES string = C=CO.CS
- ΔE to the lowest compared entry with this formula, charge and spin (kcal per mole) = 44.0
- F_max (eV/Å) = 3.2
- Kohn-Sham gap (eV) = 10.0638
- net charge = 0
- LUMO energy (eV) = 0.72

```
13
C3H8OS | the Open Molecules 2025 dataset | ωB97M-V/def2-TZVPD
C -1.852 0.119 -0.062
S -1.513 -1.473 -1.183
H -1.953 1.029 -0.771
H -1.085 0.184 0.711
H -2.839 -0.157 0.533
H -1.466 -2.417 -0.092
C 1.448 1.354 0.365
C 1.905 0.184 0.047
O 1.377 -1.017 0.398
H 1.811 2.303 0.081
H 0.588 1.314 1.052
H 2.727 -0.054 -0.640
H 0.854 -1.369 -0.440
```

---

Below is a cluster of 8 separate species, H17O8 in total in a non-equilibrium geometry, with properties calculated with ωB97M-V/def2-TZVPD.

Computed properties:
- ΔE to the lowest compared entry with this formula, charge and spin (kcal per mole) = 22.5
- F_max (eV/Å) = 1.1
- Kohn-Sham gap (eV) = 11.2166
- net charge = +1
- LUMO energy (eV) = -3.15

```
25
H17O8 | the Open Molecules 2025 dataset | ωB97M-V/def2-TZVPD
O 0.164 0.315 0.208
H -0.023 -0.601 -0.110
H -0.430 0.540 0.978
H 0.130 0.986 -0.550
O 1.448 3.153 0.798
H 0.993 3.571 0.064
H 2.357 3.053 0.494
O 2.025 -1.928 0.012
H 2.970 -2.030 -0.161
H 1.604 -2.031 -0.851
O -1.777 0.351 -2.374
H -2.739 0.427 -2.340
H -1.545 0.760 -3.215
O 0.352 2.256 -1.703
H -0.439 2.787 -1.525
H 0.451 2.285 -2.663
O -1.125 -2.022 -0.486
H -0.652 -2.777 -0.110
H -1.123 -2.179 -1.441
O 0.301 -1.987 2.365
H 0.210 -2.850 2.786
H 0.963 -2.118 1.668
O -1.414 0.158 2.357
H -0.941 0.558 3.100
H -1.758 -0.678 2.701
```

---

Below is a structure of composition C2H4AsF6Hg3O4 in a non-equilibrium geometry, with properties calculated with ωB97M-V/def2-TZVPD.

Computed properties:
- F_max (eV/Å) = 5.3
- Kohn-Sham gap (eV) = 2.8693
- net charge = +3
- LUMO energy (eV) = -16.54

```
20
C2H4AsF6Hg3O4 | the Open Molecules 2025 dataset | ωB97M-V/def2-TZVPD
Hg 2.788 1.632 1.706
Hg -0.045 -0.189 2.940
Hg 0.051 3.337 -1.831
O -1.139 0.214 0.929
C -0.294 1.161 0.519
O 0.513 1.577 1.425
O -0.285 1.465 -0.711
H -1.461 -0.145 0.054
C 3.162 -1.009 3.137
O 2.211 -0.124 2.620
H 2.767 -2.035 3.134
H 4.088 -1.006 2.554
H 3.503 -0.875 4.168
As -2.294 -0.556 -2.952
F -2.925 0.996 -2.506
F -2.518 -0.200 -4.669
F -1.557 -2.099 -3.316
F -2.014 -0.942 -1.254
F -3.913 -1.254 -2.845
F -0.637 0.053 -3.102
```

---

Below is the ion C5H13N2 with charge +1 in a non-equilibrium geometry, with properties calculated with ωB97M-V/def2-TZVPD.

Computed properties:
- SMILES string = C=[N+](C)CN(C)C
- ΔE to the lowest compared entry with this formula, charge and spin (kcal per mole) = 51.4
- F_max (eV/Å) = 1.3
- Kohn-Sham gap (eV) = 8.6679
- net charge = +1
- LUMO energy (eV) = -4.63

```
20
C5H13N2 | the Open Molecules 2025 dataset | ωB97M-V/def2-TZVPD
C 0.066 -0.751 -0.038
C 1.359 0.969 -1.066
C 2.457 -0.469 0.485
C -2.267 -0.580 -0.631
C -1.270 0.999 0.907
N 1.323 -0.017 -0.271
N -1.054 0.118 -0.231
H 0.020 -1.571 -0.765
H 0.141 -1.191 0.973
H 2.269 1.525 -1.236
H 0.450 1.269 -1.575
H 2.532 -1.556 0.441
H 3.381 -0.026 0.118
H 2.329 -0.188 1.534
H -3.027 0.160 -0.865
H -2.071 -1.169 -1.524
H -2.650 -1.239 0.156
H -0.402 1.644 1.048
H -2.130 1.627 0.702
H -1.456 0.446 1.836
```

---

Below is a cluster of 2 separate species, C8H5O4 in total in a non-equilibrium geometry, with properties calculated with ωB97M-V/def2-TZVPD.

Computed properties:
- ΔE to the lowest compared entry with this formula, charge and spin (kcal per mole) = 107.4
- F_max (eV/Å) = 5.6
- Kohn-Sham gap (alpha / beta) (eV) = 5.3760 / 5.3777
- net charge = -1
- LUMO energy (alpha / beta) (eV) = 3.37 / 3.37

```
17
C8H5O4 | the Open Molecules 2025 dataset | ωB97M-V/def2-TZVPD
C 1.462 1.107 1.662
C 0.518 0.171 2.172
C 1.661 1.084 0.269
C -0.030 -0.804 1.355
C 1.066 0.276 -0.607
C 0.255 -0.836 -0.046
C -2.716 0.837 -1.946
C -0.634 -1.476 -0.969
O -2.858 0.862 -3.097
O -2.840 1.038 -0.811
O -0.259 -1.908 -2.231
O -0.778 -2.866 -1.285
H 1.708 1.796 2.325
H 0.550 0.065 3.253
H 2.285 1.954 -0.168
H -0.671 -1.467 1.794
H 1.282 0.168 -1.670
```

---

Below is an isolated molecule of C2H3ClF2 in a non-equilibrium geometry, with properties calculated with ωB97M-V/def2-TZVPD.

Computed properties:
- SMILES string = CC(F)(F)Cl
- ΔE to the lowest compared entry with this formula, charge and spin (kcal per mole) = 21.2
- F_max (eV/Å) = 4.1
- Kohn-Sham gap (eV) = 12.3871
- net charge = 0
- LUMO energy (eV) = 0.87

```
8
C2H3ClF2 | the Open Molecules 2025 dataset | ωB97M-V/def2-TZVPD
C -0.469 -0.611 -0.339
C 0.303 0.581 0.255
H -0.469 -0.679 -1.602
H -1.528 -0.562 0.094
H -0.084 -1.362 0.276
F 0.016 0.595 1.555
F 0.144 1.782 -0.411
Cl 2.088 0.256 0.171
```

---

Below is an isolated molecule of C5H6O2S in a non-equilibrium geometry, with properties calculated with ωB97M-V/def2-TZVPD.

Computed properties:
- SMILES string = O=C1C[C@H](C=S)[C@H]1O
- ΔE to the lowest compared entry with this formula, charge and spin (kcal per mole) = 57.3
- F_max (eV/Å) = 5.0
- Kohn-Sham gap (eV) = 8.3486
- net charge = 0
- LUMO energy (eV) = -0.67

```
14
C5H6O2S | the Open Molecules 2025 dataset | ωB97M-V/def2-TZVPD
C -0.364 0.446 -0.359
C -0.072 0.700 -1.759
C 0.852 0.291 0.627
C -0.706 -1.124 -0.039
C 0.183 -1.041 1.058
O 0.963 1.311 1.515
O 0.258 -1.647 2.089
S -1.215 0.693 -2.923
H -1.041 1.220 0.097
H 0.938 1.034 -2.057
H 1.920 -0.067 0.262
H -1.810 -1.312 0.035
H -0.293 -1.638 -0.908
H 0.387 1.134 2.362
```

---

Below is a cluster of 2 separate species, C16H26N2O7 in total in a non-equilibrium geometry, with properties calculated with ωB97M-V/def2-TZVPD.

Computed properties:
- SMILES string = CNC(=O)[C@H](Cc1ccc(O)cc1)NC(C)=O.OC[C@@H](O)[C@@H](O)CO
- F_max (eV/Å) = 2.3
- Kohn-Sham gap (eV) = 8.9862
- net charge = 0
- LUMO energy (eV) = 0.27

```
51
C16H26N2O7 | the Open Molecules 2025 dataset | ωB97M-V/def2-TZVPD
O 3.434 3.620 0.262
O 1.988 1.149 3.249
O -1.030 -5.156 1.686
O 0.773 1.087 -3.045
O -4.251 0.153 -1.688
O -1.296 2.418 -1.787
O -3.270 0.396 -4.196
C 3.196 2.472 0.605
C 1.180 0.631 2.485
C -0.872 -3.131 0.418
C 0.956 -3.819 1.885
C -0.145 -1.984 0.049
C 1.679 -2.667 1.518
C -0.323 -4.051 1.335
C 1.130 -1.750 0.599
N 0.146 -0.089 2.939
N 1.946 2.017 0.483
C 4.340 1.598 1.082
C -0.136 -0.322 4.353
C -0.497 1.176 -3.699
C -4.110 1.470 -2.250
C -1.603 1.299 -2.642
C -2.990 1.474 -3.299
C 1.875 -0.475 0.255
C 1.304 0.775 0.952
H -0.532 -5.736 2.263
H 0.847 1.787 -2.371
H -4.952 0.141 -1.011
H -1.288 3.247 -2.299
H -3.569 -0.365 -3.658
H -1.848 -3.324 -0.002
H 1.380 -4.520 2.588
H -0.563 -1.286 -0.664
H 2.653 -2.483 1.950
H -0.440 -0.548 2.257
H 1.318 2.724 0.139
H 4.066 1.049 1.977
H 4.616 0.910 0.287
H 5.190 2.238 1.312
H 0.752 -0.730 4.841
H -0.961 -1.027 4.460
H -0.397 0.621 4.836
H -0.516 2.046 -4.364
H -0.654 0.283 -4.314
H -5.049 1.770 -2.727
H -3.891 2.197 -1.461
H -1.611 0.383 -2.043
H -3.004 2.419 -3.851
H 1.836 -0.327 -0.826
H 2.918 -0.608 0.532
H 0.275 0.849 0.601
```

---

Below is a structure of composition C31H53BrNP3W in a non-equilibrium geometry, with properties calculated with ωB97M-V/def2-TZVPD.

Computed properties:
- 2S+1 = 3
- ΔE to the lowest compared entry with this formula, charge and spin (kcal per mole) = 0.0
- F_max (eV/Å) = 4.3
- Kohn-Sham gap (alpha / beta) (eV) = 5.3742 / 3.5404
- net charge = +4
- LUMO energy (alpha / beta) (eV) = -13.64 / -15.47

```
90
C31H53BrNP3W | the Open Molecules 2025 dataset | ωB97M-V/def2-TZVPD
C 1.804 3.883 -0.612
C 0.993 2.964 -1.313
C 0.879 3.106 -2.711
C 1.710 4.035 -3.352
N 2.565 4.803 -2.683
C 2.588 4.776 -1.356
C 0.244 1.944 -0.594
C -0.835 1.861 0.199
C -2.187 2.250 0.431
C -3.030 1.245 0.932
C -4.364 1.521 1.189
C -4.789 2.789 0.848
C -3.997 3.815 0.333
C -2.659 3.534 0.085
W -0.122 -0.116 0.195
P 2.069 -0.425 -0.524
H 0.151 2.525 -3.279
H 1.817 3.904 0.477
H 1.670 4.146 -4.437
H 3.247 5.479 -0.844
H -1.987 4.264 -0.371
H -2.672 0.217 1.088
H -4.422 4.790 0.127
H -5.022 0.771 1.611
C 2.653 -2.128 -0.158
C 3.804 -2.648 -1.030
H 1.779 -2.789 -0.262
H 2.926 -2.165 0.910
H 4.022 -3.689 -0.759
H 3.560 -2.639 -2.097
H 4.730 -2.081 -0.878
C 2.240 -0.166 -2.347
C 3.606 0.264 -2.899
H 1.498 0.599 -2.620
H 1.907 -1.094 -2.834
H 3.551 0.303 -3.996
H 3.897 1.268 -2.567
H 4.409 -0.441 -2.650
C 3.260 0.764 0.232
C 4.726 0.320 0.291
H 2.895 0.985 1.247
H 3.153 1.713 -0.314
H 5.316 1.069 0.838
H 4.859 -0.636 0.814
H 5.170 0.237 -0.707
Br -6.661 3.090 1.122
P -1.513 -1.564 -1.312
C -0.530 -2.562 -2.508
C -1.182 -3.772 -3.181
H 0.369 -2.893 -1.965
H -0.178 -1.856 -3.276
H -0.432 -4.248 -3.828
H -1.511 -4.530 -2.461
H -2.030 -3.503 -3.822
C -2.618 -2.743 -0.437
C -3.923 -3.135 -1.131
H -2.842 -2.298 0.546
H -2.013 -3.638 -0.226
H -4.497 -3.791 -0.463
H -4.556 -2.268 -1.352
H -3.755 -3.692 -2.061
C -2.541 -0.424 -2.341
C -3.100 -0.936 -3.676
H -1.914 0.459 -2.539
H -3.355 -0.065 -1.693
H -3.661 -0.120 -4.150
H -2.309 -1.229 -4.376
H -3.795 -1.776 -3.558
C 2.591 -0.308 3.577
C 1.352 -1.184 3.406
P -0.090 -0.445 2.512
C -1.477 -1.538 3.056
C -1.755 -1.600 4.564
C -0.324 1.201 3.323
C -0.189 1.300 4.853
H 3.251 -0.366 2.704
H 3.176 -0.669 4.433
H 2.357 0.749 3.761
H 1.609 -2.095 2.842
H 0.974 -1.519 4.384
H -2.389 -1.228 2.525
H -1.230 -2.541 2.674
H -2.302 -0.719 4.916
H -2.390 -2.473 4.769
H -0.845 -1.714 5.162
H 0.405 1.877 2.847
H -1.311 1.566 3.003
H 0.711 0.809 5.238
H -0.121 2.364 5.114
H -1.067 0.901 5.371
```

---

Below is an isolated molecule of C2HNO3 in a non-equilibrium geometry, with properties calculated with ωB97M-V/def2-TZVPD.

Computed properties:
- SMILES string = O=c1ncoo1
- ΔE to the lowest compared entry with this formula, charge and spin (kcal per mole) = 61.6
- F_max (eV/Å) = 2.8
- Kohn-Sham gap (eV) = 11.2860
- net charge = 0
- LUMO energy (eV) = 0.03

```
7
C2HNO3 | the Open Molecules 2025 dataset | ωB97M-V/def2-TZVPD
C 1.052 -0.002 -0.015
C -1.015 0.401 -0.011
N 0.241 1.008 0.022
O -2.158 0.718 -0.024
O -0.774 -1.052 0.048
O 0.587 -1.287 -0.037
H 2.068 0.215 0.017
```

---

Below is an isolated molecule of C4H9NO, with properties calculated with ωB97M-V/def2-TZVPD.

Computed properties:
- SMILES string = CC(C)NC=O
- ΔE to the lowest compared entry with this formula, charge and spin (kcal per mole) = 13.4
- F_max (eV/Å) = 0.6
- Kohn-Sham gap (eV) = 10.6493
- net charge = 0
- LUMO energy (eV) = 0.93

```
15
C4H9NO | the Open Molecules 2025 dataset | ωB97M-V/def2-TZVPD
C 1.277 0.757 1.020
C 0.210 0.442 -0.052
C 0.622 -0.536 -1.191
N -0.980 -0.070 0.632
C -2.040 -0.482 -0.104
O -2.193 -0.217 -1.282
H 2.263 0.919 0.571
H 1.382 -0.046 1.765
H 1.030 1.668 1.584
H -0.078 1.395 -0.515
H -0.204 -0.759 -1.879
H 0.959 -1.500 -0.795
H 1.406 -0.093 -1.810
H -0.908 -0.360 1.599
H -2.747 -1.117 0.458
```